Computed, not measured: a cluster of 2 separate species, C5H8O2 in total, with the ωB97M-V functional and the def2-TZVPD basis.

Properties
* Kohn-Sham gap: 10.885 eV
* SMILES string: C=CC(=O)O.C=C
* ΔE to the lowest compared entry with this formula, charge and spin: 38.7 kcal per mole
* HOMO: -10.2842 eV
* E_LUMO: 0.600 eV

ORCA input file:
```
! RIJCOSX wB97M-V def2-TZVPD def2/J DEFGRID3
* xyz 0 1
H 2.8529 -2.6180 -0.5935
H -0.3637 0.3327 -0.0563
H -3.0741 0.9949 0.3351
H 0.2311 -1.3090 -1.4766
C 1.9759 -2.4621 -1.2022
C -2.2784 1.7127 0.2045
C 1.1129 -1.5083 -0.8802
H 1.8246 -3.1290 -2.0347
H -1.6098 1.6918 2.2016
H -2.2770 2.2239 -0.7464
C 1.3365 -0.6585 0.3196
H -0.8815 2.9811 1.1378
C -1.5963 2.1811 1.2412
O 2.2657 -0.7974 1.0702
O 0.4814 0.3640 0.4801
*
```